# 1
Entry from OMol25: the molecule C9H5NO3 in a non-equilibrium geometry (ωB97M-V/def2-TZVPD).

Output
Frontier orbital gap (alpha / beta), eV: 8.51 / 6.98
Lowest unoccupied orbital energy (alpha / beta), eV: -0.46 / -1.44
Max |F|, eV Å⁻¹: 3.61
Energy above the lowest of the compared OMol25 structures with the same formula, charge and spin, kcal per mole: 129.3

ORCA input file:
```
! wB97M-V def2-TZVPD RIJCOSX def2/J DEFGRID3
* xyz 0 1
C 2.599 1.351 0.596
C -1.181 -0.460 -0.566
C 0.062 -0.859 -0.817
C -0.738 1.024 -0.520
C 0.738 0.497 -0.969
C 1.792 -1.762 0.296
C -0.016 1.484 0.805
C 1.308 0.981 0.330
C -2.531 -1.020 -0.377
N 3.699 1.613 0.839
O 2.622 -2.307 0.915
O -0.068 1.376 -1.649
O 0.849 -1.983 -0.528
H -0.070 2.565 0.941
H -0.437 0.986 1.677
H -3.275 -0.272 -0.638
H -2.661 -1.903 -0.998
H -2.690 -1.313 0.663
*
```

Results of the natural (NBO) charge analysis, in e, for atoms 1 through 2: 0.207, -0.049

# 2
Entry from OMol25: a cluster of 2 separate species, C18H25ClIN5O2P in total in a non-equilibrium geometry (ωB97M-V/def2-TZVPD).

Output
Frontier orbital gap, eV: 2.92
Lowest unoccupied orbital energy, eV: -8.04
Max |F|, eV Å⁻¹: 12.27
Energy above the lowest of the compared OMol25 structures with the same formula, charge and spin, kcal per mole: 300.5

ORCA input file:
```
! wB97M-V def2-TZVPD RIJCOSX def2/J DEFGRID3
* xyz 1 1
N -1.477 4.951 -2.501
C -1.624 3.667 -2.589
C -1.797 2.060 -2.974
I -3.275 1.124 -1.626
C -2.127 1.862 -4.569
C -1.437 2.734 -5.804
C -1.711 2.535 -7.394
N -2.660 1.486 -7.863
C -3.344 0.701 -6.797
C -3.216 0.743 -5.174
C -0.354 1.277 -2.672
Cl 0.011 1.260 -0.847
C -0.471 -0.283 -3.231
N -0.669 -1.526 -3.592
P 1.150 2.076 -3.536
N 2.632 2.020 -2.532
O 1.526 1.081 -4.955
H -0.646 3.567 -5.496
H -1.116 3.218 -8.161
H -4.128 -0.108 -7.199
H -3.841 0.040 -4.453
H 3.077 2.975 -2.656
H 3.281 1.330 -2.989
H 1.450 1.650 -5.798
C 0.348 -3.480 3.369
C 1.171 -2.480 4.233
C 0.289 -1.822 5.333
C -0.677 -0.764 4.808
C 0.059 0.273 3.959
C 0.883 -0.380 2.818
N 1.796 -1.469 3.314
O 2.857 -0.858 4.008
C -0.101 -0.930 1.747
C 1.654 0.737 2.044
C 2.201 -3.396 4.971
H 0.649 -3.447 2.315
H 0.503 -4.523 3.669
H -0.729 -3.299 3.430
H 0.935 -1.340 6.079
H -0.278 -2.586 5.873
H -1.478 -1.233 4.230
H -1.162 -0.266 5.652
H -0.669 0.978 3.552
H 0.719 0.860 4.611
H 0.439 -1.431 0.934
H -0.683 -0.117 1.296
H -0.840 -1.624 2.141
H 2.335 1.308 2.684
H 0.955 1.464 1.613
H 2.235 0.313 1.217
H 2.869 -3.900 4.265
H 1.676 -4.177 5.542
H 2.812 -2.850 5.700
*
```

Results of the natural (NBO) charge analysis, in e, for atoms 1 through 2: -0.251, 0.228

# 3
Entry from OMol25: a structure of composition C6H5LiO3S2 (ωB97M-V/def2-TZVPD).

Output
Frontier orbital gap, eV: 5.79
Lowest unoccupied orbital energy, eV: 5.31
Max |F|, eV Å⁻¹: 0.74

ORCA input file:
```
! wB97M-V def2-TZVPD RIJCOSX def2/J DEFGRID3
* xyz -2 1
Li 0.077 1.233 1.073
O 1.525 4.388 0.632
S 0.952 3.183 0.030
O 1.713 1.957 0.433
O -0.450 2.954 0.509
S 0.952 3.331 -1.954
C -0.874 -3.120 3.368
C 0.084 -2.221 3.820
C 0.243 -0.992 3.185
C -0.528 -0.560 2.083
C -1.490 -1.512 1.682
C -1.663 -2.756 2.284
H -1.003 -4.088 3.845
H 0.700 -2.490 4.677
H 1.022 -0.327 3.559
H -2.148 -1.259 0.850
H -2.407 -3.456 1.906
*
```

Results of the natural (NBO) charge analysis, in e, for atoms 1 through 2: 0.849, -1.042

- Number 2 is which compound?
  C18H25ClIN5O2P

- max |F| of number 1 (C9H5NO3)?
  3.61 eV Å⁻¹

- Which formula does entry 2 have?
  C18H25ClIN5O2P

- Which of these has the highest max |F|?
  C18H25ClIN5O2P